119
Properties=species:S:1:pos:R:3:lowdin_charge:R:1 method="wB97M-V/def2-TZVPD" lumo_ha=0.0491 charge=-1 largest_force_ha_per_bohr=0.1365 homo_energy_ha=-0.178
O -3.6097 -1.3421 -4.3210 0.024
C -3.8409 -1.1323 -3.1471 -0.234
C -3.9127 0.2437 -2.5518 -0.100
C -2.7564 0.3898 -1.5468 -0.349
O -2.8854 -0.6335 -0.6222 -0.068
B -2.0411 -0.2410 0.5117 -1.181
I 0.0386 -0.9508 -0.2246 0.775
C -2.5296 -0.9890 1.8701 -0.140
P -1.2585 -1.5688 2.9979 0.358
O -0.1832 -0.6096 3.2796 -0.320
O -2.0294 -1.8247 4.4210 -0.170
O -0.7479 -3.0079 2.5561 -0.167
O -2.2661 1.1886 0.5545 -0.082
C -2.5429 1.7296 -0.7455 -0.456
C -1.2272 2.5125 -1.0469 -0.167
C -0.7335 3.3372 0.1507 -0.193
C 0.4551 2.7153 0.8999 -0.185
C 1.7767 3.2564 0.3859 -0.277
O 1.9947 2.9212 -0.9841 -0.072
P -3.9228 2.9788 -0.4595 0.948
O -5.2199 2.6687 -1.4675 -0.305
O -3.3913 4.4777 -0.9469 -0.298
H -3.9813 -1.9867 -2.4610 0.129
H -4.8488 0.2798 -1.9843 0.112
H -3.9256 1.0241 -3.3098 0.119
H -1.8656 0.3567 -2.1974 0.099
H -3.1974 -0.3794 2.4816 0.089
H -3.0971 -1.8753 1.5641 0.089
H -2.3516 -0.9573 4.6857 0.067
H 0.1597 -3.1323 2.8537 0.090
H -1.4387 3.1420 -1.9240 0.095
H -0.4487 1.8172 -1.3599 0.070
H -0.4275 4.3211 -0.2217 0.107
H -1.5134 3.5362 0.8827 0.093
H 0.3836 3.0431 1.9426 0.117
H 0.4438 1.6293 0.9227 0.041
H 1.8046 4.3459 0.5230 0.109
H 2.5710 2.8512 1.0244 0.106
H 2.9486 2.8780 -1.0808 0.061
H -5.2659 3.3570 -2.1410 0.038
H -3.2876 4.5282 -1.9091 0.046
O -6.2060 -4.0918 4.0228 -0.206
P -6.4365 -5.4854 4.4743 0.558
O -6.4264 -5.3911 6.1123 -0.210
C -7.5122 -4.7336 6.7644 -0.284
C -8.8032 -5.5317 6.6925 -0.085
O -4.9823 -6.1515 4.1697 -0.239
C -3.9834 -5.5000 3.3691 -0.256
C -3.0052 -4.7326 4.2313 -0.071
O -7.1939 -6.9191 4.3703 -0.219
C -6.5588 -8.1930 4.5309 -0.265
C -5.9330 -8.4267 5.8871 -0.077
H -7.6501 -3.7374 6.3343 0.112
H -7.2164 -4.6059 7.8057 0.116
H -9.1704 -5.5978 5.6659 0.069
H -9.5779 -5.0609 7.2997 0.075
H -8.6471 -6.5511 7.0455 0.071
H -4.4420 -4.8584 2.6193 0.108
H -3.4543 -6.2884 2.8294 0.117
H -3.5094 -4.0554 4.9179 0.075
H -2.3219 -4.1549 3.6129 0.038
H -2.4189 -5.4252 4.8414 0.080
H -5.8420 -8.3588 3.7288 0.114
H -7.3547 -8.9266 4.3839 0.117
H -5.0815 -7.7733 6.0624 0.071
H -5.5823 -9.4586 5.9519 0.080
H -6.6546 -8.2499 6.6852 0.072
O 5.5582 3.6060 0.2939 -0.208
P 6.7106 2.8596 0.8734 0.603
O 7.4180 4.0617 1.7548 -0.226
C 6.7597 4.5182 2.9384 -0.283
C 6.8033 3.4957 4.0609 -0.082
O 7.6946 2.7886 -0.4313 -0.235
C 7.2177 3.0195 -1.7569 -0.276
C 7.4314 4.4636 -2.1624 -0.072
O 7.5258 1.6882 1.6501 -0.218
C 8.8795 1.3052 1.3748 -0.259
C 9.9081 2.3926 1.5886 -0.077
H 5.7261 4.7876 2.7031 0.111
H 7.2758 5.4272 3.2482 0.115
H 6.2160 2.6091 3.8117 0.073
H 6.3995 3.9208 4.9805 0.078
H 7.8259 3.1647 4.2426 0.071
H 6.1739 2.7277 -1.8551 0.105
H 7.7923 2.3658 -2.4166 0.116
H 7.0192 5.1514 -1.4248 0.075
H 6.9650 4.6634 -3.1283 0.077
H 8.4987 4.6785 -2.2422 0.074
H 8.9531 0.8794 0.3756 0.113
H 9.0876 0.4885 2.0686 0.120
H 9.8003 3.2053 0.8740 0.069
H 10.9086 1.9721 1.4694 0.081
H 9.8227 2.8193 2.5877 0.073
O -0.5148 0.7866 -4.3172 -0.198
P 0.7057 1.1205 -5.0876 0.587
O 0.1783 2.1548 -6.2482 -0.209
C -0.2355 3.4616 -5.8493 -0.283
C 0.9292 4.3345 -5.4143 -0.080
O 0.9151 -0.2631 -5.9360 -0.236
C 0.2047 -1.4592 -5.5995 -0.267
C -1.0589 -1.6072 -6.4206 -0.080
O 2.2800 1.5059 -5.1969 -0.211
C 3.1790 0.9999 -6.1870 -0.267
C 2.8189 1.3486 -7.6138 -0.079
H -0.9774 3.3834 -5.0486 0.106
H -0.7277 3.9077 -6.7142 0.114
H 1.3835 3.9577 -4.4952 0.071
H 0.5937 5.3565 -5.2314 0.076
H 1.7074 4.3480 -6.1780 0.071
H -0.0129 -1.4908 -4.5335 0.108
H 0.8777 -2.2940 -5.8109 0.114
H -1.6785 -0.7135 -6.3688 0.071
H -1.6409 -2.4556 -6.0612 0.073
H -0.8183 -1.7714 -7.4746 0.069
H 3.3105 -0.0735 -6.0615 0.114
H 4.1444 1.4540 -5.9515 0.117
H 1.9003 0.8622 -7.9338 0.069
H 3.6203 1.0233 -8.2806 0.078
H 2.6804 2.4240 -7.7291 0.072